1.
DFT (ωB97M-V with the def2-TZVPD basis set) results for 15 unconnected molecules or ions with the total composition C38H87N7O21 at a distorted geometry.

## Properties
Highest occupied orbital energy ... -9.2 eV
Calculated total energy ... -3463.21640 hartree

CARTESIAN COORDINATES (ANGSTROEM)
C1 -6.995 -0.913 -3.408
O1 -7.790 -1.796 -4.109
H1 -7.264 0.079 -3.772
H2 -7.135 -0.932 -2.327
H3 -5.953 -1.171 -3.596
H4 -8.732 -1.615 -4.062
C2 0.863 -7.428 -3.243
O2 0.667 -6.197 -2.691
H5 1.676 -7.855 -2.655
H6 -0.042 -8.030 -3.150
H7 1.026 -7.412 -4.320
H8 1.282 -6.087 -1.961
C3 -3.302 -4.111 -4.881
O3 -4.498 -4.260 -5.576
H9 -3.485 -3.975 -3.815
H10 -2.772 -5.056 -4.997
H11 -2.866 -3.205 -5.302
H12 -5.210 -3.708 -5.246
C4 -2.007 1.387 -7.222
O4 -1.165 0.928 -8.214
H13 -2.785 0.633 -7.102
H14 -1.423 1.324 -6.304
H15 -2.249 2.390 -7.573
H16 -1.140 1.543 -8.950
C5 4.255 -6.196 0.791
O5 4.211 -5.633 -0.503
H17 4.074 -7.263 0.658
H18 5.190 -5.943 1.290
H19 3.429 -5.864 1.419
H20 4.888 -6.051 -1.040
C6 -1.609 0.820 9.410
C7 -1.073 -0.460 8.800
C8 -0.295 -0.256 7.499
O6 0.881 -1.049 7.668
C9 0.841 -1.640 8.920
O7 1.626 -2.382 9.310
O8 -0.201 -1.175 9.650
H21 -2.138 1.445 8.690
H22 -0.791 1.445 9.770
H23 -2.191 0.666 10.319
H24 -1.974 -1.043 8.608
H25 -0.231 0.828 7.412
H26 -0.864 -0.557 6.619
C10 -2.823 -6.284 7.627
C11 -2.731 -6.395 6.082
C12 -4.049 -6.814 5.429
O9 -4.254 -5.805 4.447
C13 -3.317 -4.836 4.591
O10 -3.194 -3.835 3.883
O11 -2.481 -5.101 5.636
H27 -3.582 -5.571 7.949
H28 -1.879 -5.961 8.067
H29 -3.050 -7.289 7.983
H30 -1.930 -7.072 5.785
H31 -4.848 -6.900 6.165
H32 -3.961 -7.772 4.916
C14 1.014 -1.310 1.087
C15 0.539 -0.905 -0.318
C16 -1.021 -0.956 -0.498
O12 -1.228 0.110 -1.430
C17 -0.199 0.971 -1.295
O13 -0.121 2.040 -1.923
O14 0.754 0.457 -0.460
H33 2.098 -1.407 1.023
H34 0.619 -2.227 1.524
H35 0.681 -0.570 1.815
H36 1.022 -1.481 -1.107
H37 -1.479 -0.503 0.382
H38 -1.355 -1.959 -0.762
C18 4.027 0.074 -5.968
O15 4.892 0.927 -5.839
N1 4.350 -1.218 -6.138
C19 5.699 -1.733 -6.126
C20 3.318 -2.266 -6.061
H39 2.954 0.317 -6.005
H40 5.942 -2.366 -6.979
H41 5.967 -2.344 -5.264
H42 6.494 -0.987 -6.119
H43 3.562 -3.014 -5.306
H44 2.324 -1.858 -5.877
H45 3.299 -2.765 -7.030
C21 -6.066 0.964 4.704
O16 -6.286 1.105 5.915
N2 -7.033 0.694 3.792
C22 -6.865 0.813 2.315
C23 -8.404 0.441 4.206
H46 -5.100 1.146 4.207
H47 -7.140 -0.176 1.948
H48 -5.839 1.135 2.136
H49 -7.527 1.518 1.811
H50 -8.899 1.330 3.815
H51 -8.855 -0.450 3.771
H52 -8.550 0.466 5.286
C24 6.071 2.532 -0.156
O17 7.130 2.242 -0.729
N3 5.991 3.295 0.947
C25 4.827 3.367 1.800
C26 7.195 3.742 1.654
H53 5.071 2.193 -0.467
H54 4.741 2.566 2.535
H55 3.907 3.133 1.264
H56 4.795 4.325 2.319
H57 7.078 4.808 1.848
H58 7.280 3.249 2.622
H59 8.138 3.606 1.125
C27 5.930 -5.635 7.226
O18 7.004 -5.995 7.751
N4 4.980 -6.553 7.046
C28 3.688 -6.301 6.305
C29 5.126 -7.943 7.406
H60 5.673 -4.638 6.836
H61 3.611 -6.814 5.347
H62 3.384 -5.275 6.101
H63 2.866 -6.685 6.910
H64 5.916 -8.093 8.143
H65 4.237 -8.248 7.959
H66 5.351 -8.627 6.587
C30 -5.546 4.581 -3.040
O19 -6.683 4.262 -2.580
N5 -5.358 5.153 -4.250
C31 -4.109 5.755 -4.586
C32 -6.421 5.306 -5.278
H67 -4.636 4.425 -2.441
H68 -3.681 5.254 -5.454
H69 -3.407 5.719 -3.753
H70 -4.376 6.804 -4.714
H71 -6.036 5.100 -6.277
H72 -7.167 4.515 -5.196
H73 -6.845 6.310 -5.268
C33 3.004 8.516 0.892
O20 3.895 8.788 1.707
N6 3.127 8.321 -0.463
C34 2.110 7.717 -1.370
C35 4.437 8.445 -1.077
H74 1.999 8.171 1.179
H75 2.404 6.744 -1.761
H76 1.776 8.232 -2.271
H77 1.213 7.511 -0.785
H78 4.483 9.038 -1.990
H79 5.249 8.774 -0.429
H80 4.664 7.416 -1.358
C36 3.411 6.950 -6.620
O21 4.132 7.929 -6.624
N7 2.173 6.901 -7.128
C37 1.325 5.711 -6.887
C38 1.535 7.910 -7.945
H81 3.766 5.994 -6.204
H82 1.134 5.251 -7.857
H83 0.362 6.064 -6.517
H84 1.721 4.979 -6.183
H85 0.601 8.234 -7.488
H86 2.186 8.782 -8.007
H87 1.353 7.574 -8.966

Force components x, y, z for each atom (eV/Å):
C -0.12 1.10 0.28
O -0.49 -1.93 -0.78
H 0.71 0.46 0.25
H -0.16 -0.13 0.19
H -0.06 0.20 -0.20
H 0.17 0.30 0.26
C 0.03 -1.68 -0.04
O -0.53 2.49 0.63
H 0.12 -0.94 -0.76
H -0.07 -0.30 0.34
H 0.61 0.28 -0.02
H -0.10 0.19 -0.13
C -0.45 0.46 0.35
O -1.51 -0.81 -0.81
H 0.16 0.09 0.21
H 0.49 0.44 -0.21
H 1.09 -0.27 0.30
H 0.18 0.10 0.17
C 0.34 -0.22 0.32
O 1.67 -1.06 -1.91
H -0.78 0.64 -0.05
H -0.22 0.75 0.35
H -1.00 0.10 1.20
H 0.00 -0.21 0.10
C -0.16 -0.59 -0.15
O -0.45 0.71 -0.27
H 0.50 -0.31 0.54
H 0.04 -0.33 0.14
H -0.03 0.50 -0.33
H 0.04 0.01 0.05
C 1.07 0.57 0.78
C -1.84 0.32 -0.32
C -0.93 0.18 0.34
O -0.53 0.32 0.43
C -1.92 2.75 -1.31
O 2.57 -2.51 1.06
O 0.06 -0.04 -0.33
H -0.29 -0.36 -0.06
H 0.37 0.05 -0.15
H -0.37 -0.29 -0.33
H 0.16 -0.63 0.02
H 1.44 0.05 -0.22
H 0.18 -0.45 0.06
C 0.29 -0.82 -0.75
C -0.20 -0.52 2.49
C 0.49 -0.48 -0.02
O 0.19 0.74 0.05
C 0.78 2.72 -1.58
O -0.69 -2.86 1.86
O -0.53 0.81 -1.84
H -0.17 -0.14 -0.25
H 0.06 -0.10 -0.17
H -0.10 0.07 0.41
H 0.19 0.13 0.01
H -0.27 0.44 -0.23
H -0.03 0.05 0.00
C 0.02 -0.05 -0.37
C -2.14 -1.71 1.61
C 1.59 0.61 1.02
O 0.31 -0.09 -0.80
C 0.47 2.74 -2.43
O -0.16 -3.32 2.46
O 0.04 2.03 -1.19
H 0.01 0.20 0.50
H -0.12 -0.35 -0.71
H 0.39 0.38 -0.20
H 0.18 0.09 -0.09
H -0.15 -1.05 0.58
H -0.44 0.52 -0.39
C 1.66 0.88 0.02
O -0.71 0.23 -0.04
N -0.94 -1.73 0.50
C 1.36 0.11 -0.02
C 0.41 0.31 -0.77
H -0.01 -0.26 0.10
H -0.53 -0.02 -0.32
H -0.66 -0.10 0.40
H -0.62 0.56 -0.12
H 0.01 0.15 0.16
H 0.17 0.14 0.08
H -0.18 -0.25 0.00
C -1.18 0.85 0.85
O 0.77 -0.57 -1.62
N -0.07 -0.27 -0.51
C 0.23 -0.67 1.52
C -0.15 1.31 -0.06
H 0.18 -0.07 0.30
H 0.56 0.02 -0.57
H -0.02 -0.44 -0.31
H -0.19 0.31 0.56
H -0.86 -0.18 0.04
H 0.31 -0.09 -0.08
H 0.46 -0.20 -0.13
C 1.50 -0.56 -0.62
O -1.75 0.39 0.65
N 0.81 0.23 1.17
C -0.87 -0.69 -0.30
C 0.06 0.41 -0.05
H 0.08 -0.10 -0.32
H 0.87 -0.08 0.51
H -0.03 0.77 -0.56
H -0.21 -0.02 -0.23
H 0.06 0.09 0.07
H -0.08 -0.18 0.04
H -0.46 -0.24 -0.35
C 2.47 -1.69 0.97
O -1.46 1.73 -0.88
N -2.97 -0.02 -1.87
C 0.21 -0.16 0.72
C 0.43 -0.23 1.28
H 0.21 0.00 0.27
H 0.51 -0.24 -0.02
H 0.85 0.30 0.31
H 0.07 -0.16 0.17
H 0.23 0.44 -0.23
H -0.29 -0.19 -0.41
H -0.27 0.22 -0.29
C -3.68 -0.54 0.89
O 3.01 0.55 -1.25
N -0.85 -0.94 -0.21
C 0.02 0.40 0.27
C 0.38 -0.75 0.50
H 0.01 0.17 -0.22
H 0.17 0.45 -0.17
H -0.05 -0.22 -0.01
H 0.74 0.24 -0.67
H 0.63 0.33 0.05
H -0.20 0.38 0.71
H -0.17 -0.11 0.13
C 0.51 -1.35 0.11
O -1.40 0.01 -1.71
N 0.33 1.00 -0.75
C -0.36 -0.42 1.38
C 0.57 -0.94 -0.33
H -0.18 0.48 0.43
H 0.60 -0.15 0.32
H 0.52 0.97 0.31
H -0.06 0.14 0.10
H -0.47 0.17 0.07
H -0.57 0.11 0.37
H 0.53 -0.06 -0.32
C 0.87 0.70 0.03
O -0.02 0.02 -0.14
N -1.37 -1.61 0.19
C 0.05 0.82 -0.69
C 0.66 0.72 0.34
H -0.26 -0.07 0.15
H -0.03 -0.36 0.04
H -0.07 -0.06 0.17
H 0.32 0.28 -0.13
H -0.12 -0.08 -0.04
H 0.06 -0.09 0.08
H -0.07 -0.29 0.03

Löwdin population analysis, charges in e, atoms 1 to 5: -0.19, -0.12, 0.08, 0.07, 0.08


2.
DFT (ωB97M-V with the def2-TZVPD basis set) results for a single C5H10O molecule.

## Properties
Highest occupied orbital energy ... -10.2 eV
ΔE to the lowest compared entry with this formula, charge and spin ... 29.4 kcal/mol
Calculated total energy ... -271.70575 hartree
SMILES ... CC(C)[C@H]1CO1

CARTESIAN COORDINATES (ANGSTROEM)
C1 -0.871 0.507 -1.458
C2 0.078 0.407 -0.263
C3 -0.245 1.456 0.802
C4 0.025 -0.993 0.336
C5 1.229 -1.796 0.566
O1 0.565 -1.155 1.642
H1 -0.655 -0.254 -2.215
H2 -0.794 1.490 -1.935
H3 -1.912 0.376 -1.135
H4 1.102 0.590 -0.619
H5 -0.192 2.465 0.379
H6 0.461 1.384 1.633
H7 -1.255 1.307 1.204
H8 -0.918 -1.527 0.189
H9 1.183 -2.886 0.566
H10 2.200 -1.371 0.309

Force components x, y, z for each atom (eV/Å):
C -0.04 -0.01 -0.04
C 0.07 0.02 0.00
C -0.03 0.03 0.04
C -0.14 0.07 -0.19
C 0.18 -0.20 -0.18
O 0.03 0.04 0.21
H -0.02 0.10 0.11
H 0.01 -0.15 0.07
H 0.15 0.00 -0.03
H -0.13 -0.04 0.07
H -0.01 -0.15 0.05
H -0.13 0.04 -0.10
H 0.12 0.02 -0.06
H 0.13 0.10 0.04
H -0.04 0.17 0.00
H -0.16 -0.06 0.01

natural (NBO) population analysis, charges in e, atoms 1 to 5: -0.60, -0.25, -0.60, 0.06, -0.11